{"formula": "C3H3LiO2", "method": "ωB97M-V/def2-TZVPD", "species": ["C", "C", "H", "H", "H", "O", "C", "O", "Li"], "coordinates": [[-0.7900, -0.6821, 0.1143], [-0.8586, 0.7794, 0.0397], [-1.3117, 1.2576, -0.8401], [-1.5327, -1.4629, -0.0197], [-0.9954, 1.3537, 0.9664], [1.5816, -1.4478, 0.1237], [0.5971, -0.6992, -0.0918], [0.7869, 0.6860, -0.1457], [2.5229, 0.2153, -0.1468]], "forces_ev_per_angstrom": [[1.1259, -1.4086, -1.0009], [1.8986, 0.3055, -0.4250], [0.3210, 0.1199, 0.2416], [0.1579, 0.3696, 0.2168], [0.1121, -0.0647, -0.3083], [0.7683, 0.7195, -1.2489], [-2.8836, -1.3132, 2.6524], [-1.6825, 1.6875, -0.2988], [0.1823, -0.4154, 0.1711]], "lumo_ev": -0.47, "energy_ev": -7458.2349, "homo_lumo_gap_ha": 0.2393, "max_force_ev_per_a": 4.1, "de_lowest_ev": 2.227, "total_charge": 0}